Molecular formula: C8H7N3
Method: DFT, ωB97M-V with the def2-TZVPD basis set

```
18
Properties=species:S:1:pos:R:3:forces:R:3:mulliken_charge:R:1
C -3.067 -0.173 -0.031 -6.442 4.755 -0.800 -0.250
C -2.399 0.990 -0.414 0.806 -1.485 0.617 -0.523
C -1.021 0.959 -0.390 1.918 0.966 -0.849 -0.387
C -0.394 -0.208 -0.002 -0.004 -1.720 -0.269 0.619
C 1.123 -0.295 -0.058 -1.915 1.725 1.308 0.135
N 1.915 -1.035 -0.705 -1.255 -3.414 -2.472 -0.578
C 3.169 -0.692 -0.454 3.094 -1.555 -1.978 -0.167
C 3.172 0.372 0.366 3.144 1.273 1.916 -0.347
N 1.857 0.640 0.605 -0.637 1.360 1.780 -0.074
N -1.116 -1.298 0.322 3.412 0.116 0.163 -0.484
C -2.406 -1.242 0.320 -0.464 -5.566 1.731 -0.063
H -4.333 -0.051 0.034 3.881 -0.787 -0.256 0.145
H -2.958 1.822 -0.682 -0.744 1.500 -0.562 0.499
H -0.249 1.694 -0.774 -1.727 -0.162 0.489 0.336
H 4.039 -1.275 -1.014 -1.906 1.596 1.627 0.306
H 4.117 0.813 0.890 -2.428 -0.441 -1.043 0.279
H 1.453 1.236 1.339 0.644 -0.351 -0.691 0.265
H -2.902 -2.256 0.648 0.623 2.189 -0.712 0.290
```
Forces are in eV/Å.

For the calculated total energy, the calculation gives -12878.072 eV. As for the SMILES: c1ccc(-c2ncc[nH]2)nc1. As for the LUMO energy: 0.7 eV. For the HOMO-LUMO gap, the calculation gives 9.54 eV. The calculation puts the energy above the lowest of the compared OMol25 structures with the same formula, charge and spin at 1.868 eV. The charge is 0. For the highest occupied orbital energy, the calculation gives -8.81 eV.

---

Molecular formula: C8H7N3
Method: DFT, ωB97M-V with the def2-TZVPD basis set

```
18
Properties=species:S:1:pos:R:3:forces:R:3:mulliken_charge:R:1
C 2.969 0.519 -0.896 -1.707 -2.033 0.644 -0.467
C 2.271 -0.702 -1.244 -5.029 9.990 6.658 -0.772
C 0.927 -0.804 -0.754 4.383 6.116 1.170 -0.813
C 0.340 0.229 0.013 0.997 0.472 -1.734 0.498
C -1.059 0.202 0.449 0.554 -2.715 -0.517 0.202
N -1.794 1.143 0.934 1.487 1.191 -0.261 -0.574
C -2.975 0.622 1.173 1.712 -6.041 -2.045 -0.568
C -3.081 -0.753 0.860 2.516 1.399 -0.615 -0.312
N -1.777 -0.983 0.356 -1.220 -0.213 0.722 -0.051
N 0.999 1.406 0.180 -5.364 -1.760 1.673 -0.501
C 2.181 1.488 -0.183 3.906 -3.598 -3.056 -0.075
H 4.079 0.551 -0.959 -1.095 0.427 -0.359 0.324
H 2.790 -1.305 -1.688 4.872 -7.324 -4.936 0.711
H 0.465 -1.618 -0.884 -3.700 -6.186 -1.194 0.518
H -3.651 1.173 1.532 -5.436 4.105 2.777 0.698
H -3.793 -1.588 0.864 0.220 0.910 0.199 0.376
H -1.456 -1.937 0.196 0.190 0.750 -0.130 0.232
H 2.564 2.356 0.052 2.713 4.513 1.005 0.571
```
Forces are in eV/Å.

For the calculated total energy, the calculation gives -12876.892 eV. As for the SMILES: c1ccc(-c2ncc[nH]2)nc1. As for the LUMO energy: 0.3 eV. For the HOMO-LUMO gap, the calculation gives 8.50 eV. The calculation puts the energy above the lowest of the compared OMol25 structures with the same formula, charge and spin at 3.048 eV. The charge is 0. For the highest occupied orbital energy, the calculation gives -8.17 eV.

---

Molecular formula: C8H7N3O2
Method: DFT, ωB97M-V with the def2-TZVPD basis set

```
20
Properties=species:S:1:pos:R:3:forces:R:3:mulliken_charge:R:1
C -0.882 2.162 0.455 -4.883 -1.030 -1.903 -0.360
C -1.059 0.914 -0.252 0.965 0.393 -0.273 -0.335
C 0.145 2.662 1.065 1.244 1.700 2.584 -0.207
C -0.486 -1.483 -0.307 0.487 0.914 1.363 0.612
C 2.132 1.856 0.071 0.957 0.218 0.095 0.460
C 0.707 -3.390 0.785 0.271 0.552 -1.231 0.623
C -0.221 -0.093 0.111 -0.621 -0.965 0.613 -0.235
C -1.636 -1.905 -1.072 2.752 -2.797 -0.802 -1.364
N 0.353 -2.334 0.223 0.484 -1.204 1.006 -0.228
N 1.391 2.311 0.894 -0.036 0.003 0.299 -0.088
N 3.189 1.579 -0.418 2.047 -0.675 -1.741 0.474
O 1.219 -4.297 1.253 -0.674 0.594 -0.041 -0.170
O 4.057 1.312 -1.183 -0.568 0.031 0.597 -0.247
H -1.795 2.764 0.611 0.326 -0.471 -0.173 0.386
H -1.850 0.848 -1.027 0.593 -0.094 0.693 0.404
H -0.071 3.363 1.843 0.394 0.787 0.289 0.448
H 0.450 -0.006 1.022 -0.732 -0.087 -1.518 0.590
H -1.322 -2.107 -2.098 0.529 -0.157 -0.315 0.398
H -2.388 -1.272 -1.228 -3.039 2.733 0.123 0.448
H -1.933 -2.883 -0.746 -0.498 -0.445 0.334 0.391
```
Forces are in eV/Å.

For the calculated total energy, the calculation gives -16949.138 eV. As for the multiplicity: 3. As for the LUMO energy (spin up / spin down): -9.9 / -11.4 eV. For the HOMO-LUMO gap (spin up / spin down), the calculation gives 7.81 / 6.87 eV. The expectation value of S² is 2.11. The charge is +2. For the highest occupied orbital energy (spin up / spin down), the calculation gives -17.73 / -18.27 eV.

---

Molecular formula: C8H7NO3S
Method: DFT, ωB97M-V with the def2-TZVPD basis set

```
20
Properties=species:S:1:pos:R:3:forces:R:3:mulliken_charge:R:1
C -0.397 -2.262 -0.055 -0.652 0.918 0.841 -1.011
C -1.659 -2.762 -0.150 -1.009 -0.898 -0.617 -0.148
C -0.474 -0.807 0.058 0.141 -2.103 -0.547 0.052
C -1.777 -0.336 -0.027 0.749 -0.150 0.065 0.638
C -2.140 1.007 -0.076 -4.117 -0.896 0.288 -0.320
C -1.337 2.103 0.226 2.566 -1.135 -0.043 -0.001
C 0.618 0.155 0.191 1.305 2.764 3.161 0.383
C 2.991 0.508 -0.118 -0.085 1.963 0.459 -0.641
N 0.029 1.615 -0.066 1.628 -0.283 -1.014 0.504
O 0.818 2.407 -0.643 -0.381 -0.261 0.659 -0.549
O -1.472 3.237 0.542 -0.980 1.242 0.056 -0.539
O 1.767 -0.055 -0.501 -1.347 -1.135 -1.398 -0.337
S -2.951 -1.620 -0.098 1.055 0.259 -0.332 -0.151
H 0.428 -2.963 0.098 0.073 0.769 -0.458 0.356
H -1.993 -3.772 -0.410 0.552 0.224 0.547 0.414
H -3.254 1.091 -0.195 1.170 0.702 0.099 0.304
H 0.962 0.306 1.339 -1.083 -0.507 -1.889 0.193
H 2.928 1.614 -0.121 -0.077 -0.451 -0.113 0.294
H 3.688 0.268 -0.931 0.085 -0.456 0.820 0.250
H 3.226 0.267 0.935 0.407 -0.565 -0.586 0.309
```
Forces are in eV/Å.

For the calculated total energy, the calculation gives -26872.407 eV. As for the LUMO energy (spin up / spin down): -1.8 / -0.1 eV. For the HOMO-LUMO gap (spin up / spin down), the calculation gives 6.50 / 8.02 eV. The calculation puts the energy above the lowest of the compared OMol25 structures with the same formula, charge and spin at 3.461 eV. The charge is 0. For the highest occupied orbital energy (spin up / spin down), the calculation gives -8.27 / -8.16 eV.

---

Question: charge of number 2 (C8H7N3)?
Answer: 0